No. 1
Computed, not measured: a structure of composition C18H15N3O3OsS, with ωB97M-V with the def2-TZVPD basis set.

orbital gap (spin up / spin down) = 8.05 / 5.86 eV
net charge = +2
HOMO level (spin up / spin down) = -14.85 / -14.93 eV
E_tot = -42808.710 eV
ΔE to the lowest compared entry with this formula, charge and spin = 13.4 kJ/mol
multiplicity = 5

XYZ file:
```
41
Properties=species:S:1:pos:R:3:lowdin_charge:R:1
Os -0.74 -0.59 0.88 1.89
S -1.42 3.63 -0.35 1.26
C 0.12 3.62 0.45 -0.42
C 1.00 4.68 0.65 -0.04
C 2.18 4.42 1.31 -0.03
C 2.48 3.13 1.77 -0.03
C 1.61 2.08 1.58 -0.01
C 0.42 2.34 0.92 -0.29
N -0.60 1.43 0.62 -0.12
C -1.62 1.98 -0.05 -0.51
C -2.70 1.09 -0.43 -0.24
C -3.84 1.45 -1.11 0.01
C -4.78 0.46 -1.41 0.00
C -4.57 -0.86 -1.04 -0.02
C -3.42 -1.24 -0.36 -0.06
C -2.48 -0.25 -0.04 -0.25
H 0.77 5.68 0.29 0.13
H 2.89 5.22 1.47 0.13
H 3.42 2.96 2.28 0.12
H 1.86 1.08 1.93 0.11
H -4.02 2.47 -1.41 0.13
H -5.68 0.72 -1.94 0.13
H -5.31 -1.61 -1.28 0.13
H -3.26 -2.27 -0.08 0.11
O -0.50 -0.99 3.12 -0.10
H -0.52 -1.94 3.31 0.09
H -0.95 -0.53 3.84 0.11
C 3.81 -2.46 -2.17 0.04
N 2.58 -2.59 -1.36 -0.01
C 2.04 -3.78 -1.08 0.03
C 0.90 -3.94 -0.33 0.05
C 0.34 -2.76 0.10 -0.44
O -0.77 -2.59 0.84 -0.19
N 0.87 -1.55 -0.16 0.02
C 2.02 -1.37 -0.90 -0.48
O 2.50 -0.30 -1.15 0.13
H 4.17 -3.46 -2.40 0.10
H 4.55 -1.90 -1.61 0.11
H 3.58 -1.92 -3.09 0.11
H 2.57 -4.63 -1.49 0.16
H 0.47 -4.91 -0.12 0.14
```

No. 2
Computed, not measured: a cluster of 3 separate species, C18H15N3O6 in total in a non-equilibrium geometry, with ωB97M-V with the def2-TZVPD basis set.

orbital gap = 7.37 eV
net charge = 0
HOMO level = -8.86 eV
E_tot = -35649.081 eV
SMILES = O=[N+]([O-])c1ccccc1.O=[N+]([O-])c1ccccc1.O=[N+]([O-])c1ccccc1
ΔE to the lowest compared entry with this formula, charge and spin = 694.8 kJ/mol

XYZ file:
```
42
Properties=species:S:1:pos:R:3:lowdin_charge:R:1
O -4.21 1.14 2.97 0.08
N -3.04 0.94 3.21 -0.34
O -2.50 1.03 4.33 0.03
C -2.08 0.55 2.15 -0.11
C -2.60 -0.05 0.93 0.03
C -1.79 -0.56 -0.06 -0.09
C -0.41 -0.59 0.25 -0.04
C 0.12 0.00 1.44 -0.08
C -0.69 0.68 2.29 0.00
H -3.66 -0.16 0.76 0.11
H -2.19 -1.02 -0.95 0.07
H 0.26 -0.96 -0.51 0.07
H 1.16 -0.01 1.73 0.04
H -0.32 0.97 3.27 0.12
O 2.32 0.23 1.03 0.07
N 1.68 0.82 0.21 -0.33
O 1.25 0.22 -0.81 0.01
C 1.52 2.33 0.33 -0.07
C 1.74 3.03 1.53 -0.02
C 1.62 4.40 1.62 -0.06
C 1.15 5.12 0.52 -0.09
C 0.89 4.49 -0.63 -0.07
C 1.21 3.10 -0.86 0.06
H 1.98 2.38 2.36 0.12
H 2.03 4.87 2.50 0.11
H 1.01 6.19 0.50 0.11
H 0.61 5.08 -1.50 0.11
H 0.97 2.56 -1.76 0.11
O 0.22 -0.75 -3.81 0.08
N -0.46 -1.16 -2.86 -0.28
O -1.42 -0.55 -2.35 0.02
C -0.05 -2.50 -2.32 -0.09
C -0.74 -3.07 -1.27 -0.02
C -0.52 -4.33 -0.66 -0.04
C 0.56 -4.99 -1.14 -0.08
C 1.42 -4.49 -2.14 -0.07
C 1.09 -3.31 -2.71 -0.01
H -1.57 -2.54 -0.85 0.09
H -1.09 -4.76 0.15 0.12
H 0.57 -5.99 -0.72 0.11
H 2.13 -5.13 -2.65 0.11
H 1.83 -3.19 -3.49 0.11
```

No. 3
Computed, not measured: a structure of composition C18H16Co2NO6 in a non-equilibrium geometry, with ωB97M-V with the def2-TZVPD basis set.

orbital gap = 6.60 eV
net charge = -1
HOMO level = -3.70 eV
E_tot = -107952.531 eV
ΔE to the lowest compared entry with this formula, charge and spin = 131.2 kJ/mol

XYZ file:
```
43
Properties=species:S:1:pos:R:3:lowdin_charge:R:1
O -2.30 1.11 -0.17 0.06
C -1.12 1.13 -0.33 -0.27
Co 0.32 0.15 0.46 0.17
C -0.26 1.94 -1.36 -0.36
O -0.44 3.12 -1.59 0.07
C -0.21 -0.67 1.91 -0.20
O -0.47 -1.20 2.91 0.07
C 0.03 -1.23 -0.85 -0.29
C -1.20 -1.92 -1.19 -0.20
C -2.10 -2.29 -0.17 -0.02
C -3.29 -2.94 -0.48 -0.09
C -3.58 -3.26 -1.82 -0.12
C -2.67 -2.94 -2.83 -0.10
C -1.47 -2.28 -2.52 -0.03
C 0.90 -0.20 -1.31 -0.37
C 0.77 1.05 -2.05 -0.14
Co 1.76 -1.52 -0.55 0.08
C 2.07 -1.94 1.17 -0.16
O 2.43 -2.27 2.22 0.09
C 1.84 -3.12 -1.27 -0.12
O 1.87 -4.17 -1.76 0.10
C 3.25 -0.68 -0.84 -0.17
O 4.27 -0.14 -1.00 0.10
H -1.87 -2.05 0.87 0.09
H -3.99 -3.18 0.32 0.10
H -4.53 -3.74 -2.06 0.09
H -2.89 -3.20 -3.87 0.09
H -0.75 -2.03 -3.30 0.11
H 1.74 1.58 -2.12 0.11
H 0.44 0.85 -3.09 0.13
C -0.17 3.48 3.29 -0.11
C 0.87 2.53 2.71 -0.26
C 1.21 2.89 1.28 -0.22
N 1.65 1.69 0.47 0.00
H -0.36 3.25 4.34 0.07
H 0.17 4.52 3.22 0.07
H -1.12 3.40 2.75 0.08
H 1.79 2.60 3.31 0.11
H 0.51 1.49 2.78 0.07
H 0.37 3.33 0.73 0.10
H 2.04 3.60 1.27 0.11
H 2.44 1.23 0.95 0.11
H 2.05 2.03 -0.41 0.09
```

No. 4
Computed, not measured: a structure of composition C18H16F4N7O3PtS2, with ωB97M-V with the def2-TZVPD basis set.

orbital gap (spin up / spin down) = 5.93 / 5.93 eV
net charge = +1
HOMO level (spin up / spin down) = -11.34 / -11.34 eV
E_tot = -71276.892 eV
ΔE to the lowest compared entry with this formula, charge and spin = 32.3 kJ/mol

XYZ file:
```
51
Properties=species:S:1:pos:R:3:lowdin_charge:R:1
Pt -0.02 -1.14 1.23 0.78
N -0.94 2.29 3.04 0.23
C 0.23 1.37 2.88 -0.34
C 1.55 2.04 2.57 -0.08
C 2.55 0.93 2.18 -0.35
N 2.16 0.26 0.93 0.02
C 2.69 -0.11 3.29 -0.09
C 1.38 -0.68 3.83 -0.31
N 0.84 -1.79 2.98 -0.08
C 0.32 0.41 4.06 -0.10
H -1.06 2.86 2.19 0.16
H -0.91 2.90 3.86 0.18
H -1.79 1.70 3.06 0.14
H -0.06 0.81 2.00 0.04
H 1.95 2.58 3.43 0.14
H 1.45 2.75 1.74 0.13
H 3.53 1.42 2.06 0.15
H 2.91 -0.33 0.59 0.08
H 1.93 0.92 0.19 0.10
H 3.21 0.35 4.13 0.14
H 3.34 -0.92 2.95 0.13
H 1.60 -1.13 4.81 0.15
H 0.17 -2.33 3.52 0.11
H 1.61 -2.43 2.77 0.11
H 0.62 0.96 4.97 0.14
H -0.65 -0.05 4.26 0.11
O -2.22 1.53 0.82 -0.39
S -2.31 0.18 0.27 0.16
O -3.37 -0.10 -0.64 -0.30
O -0.95 -0.23 -0.33 -0.57
S -2.23 -1.19 1.85 0.39
F -1.38 -3.29 -4.46 0.15
C -1.08 -2.03 -4.19 -0.13
C -1.76 -1.05 -4.80 -0.12
F -2.71 -1.37 -5.66 0.16
C -1.52 0.36 -4.54 0.00
C -0.41 0.61 -3.64 -0.13
C 0.26 -0.37 -3.02 -0.16
F 1.30 -0.06 -2.26 0.12
C -0.08 -1.77 -3.18 0.00
C 0.47 -2.76 -2.41 -0.11
C 1.22 -2.46 -1.24 -0.14
N 1.77 -2.15 -0.27 0.14
C 0.23 -4.16 -2.58 -0.16
N 0.09 -5.30 -2.63 0.22
F -0.03 1.86 -3.43 0.15
C -2.27 1.35 -5.08 -0.10
C -3.36 1.13 -5.98 -0.15
N -4.25 1.03 -6.70 0.23
C -2.06 2.74 -4.80 -0.15
N -1.95 3.87 -4.61 0.22
```

No. 5
Computed, not measured: a structure of composition C18H16F5N2O4Pt, with ωB97M-V with the def2-TZVPD basis set.

orbital gap = 7.84 eV
net charge = -1
HOMO level = -5.04 eV
E_tot = -46933.647 eV
ΔE to the lowest compared entry with this formula, charge and spin = 1.2 kJ/mol

XYZ file:
```
46
Properties=species:S:1:pos:R:3:lowdin_charge:R:1
Pt -0.82 -0.19 -0.80 1.23
O 3.35 -0.96 0.56 0.06
C 3.06 -1.12 1.86 -0.26
C 4.13 -1.36 2.73 -0.02
C 3.91 -1.56 4.07 -0.10
C 2.62 -1.52 4.59 -0.11
C 1.56 -1.28 3.74 -0.04
C 1.75 -1.07 2.37 -0.07
C 0.59 -0.82 1.49 -0.41
O 0.86 -0.50 0.25 -0.23
N -0.61 -0.92 1.98 0.08
N -1.56 -0.65 1.00 -0.19
C -2.80 -0.73 1.31 -0.08
C -3.88 -0.47 0.38 -0.15
C -5.18 -0.60 0.90 -0.08
C -6.31 -0.39 0.15 -0.12
C -6.15 -0.04 -1.19 -0.11
C -4.91 0.10 -1.74 -0.02
C -3.72 -0.11 -0.99 -0.34
O -2.61 0.06 -1.64 -0.23
H 2.50 -0.76 0.10 0.07
H 5.13 -1.39 2.31 0.11
H 4.76 -1.75 4.73 0.10
H 2.45 -1.68 5.65 0.09
H 0.55 -1.24 4.11 0.10
H -3.05 -1.00 2.33 0.12
H -5.28 -0.88 1.95 0.10
H -7.29 -0.50 0.59 0.09
H -7.03 0.13 -1.81 0.09
H -4.77 0.38 -2.78 0.11
C 3.30 2.98 -2.38 -0.09
C 3.41 2.34 -1.01 -0.33
O 2.24 2.50 -0.23 -0.08
H 4.25 2.88 -2.92 0.07
H 3.06 4.04 -2.29 0.07
H 2.52 2.49 -2.96 0.06
H 4.21 2.82 -0.43 0.11
H 3.67 1.28 -1.10 0.10
H 1.54 1.94 -0.60 0.04
F 1.52 0.08 -2.39 -0.01
C 0.15 0.29 -2.52 -0.50
F 0.05 1.64 -2.84 -0.01
C -0.21 -0.44 -3.82 -0.61
F 0.65 -0.16 -4.82 0.12
F -1.43 -0.10 -4.25 0.14
F -0.18 -1.77 -3.65 0.12
```

No. 6
Computed, not measured: a structure of composition C18H16F6N5O3S3SbV in a non-equilibrium geometry, with ωB97M-V with the def2-TZVPD basis set.

orbital gap (spin up / spin down) = 5.62 / 6.68 eV
net charge = 0
HOMO level (spin up / spin down) = -8.18 / -8.26 eV
E_tot = -113559.571 eV
ΔE to the lowest compared entry with this formula, charge and spin = 127.9 kJ/mol
multiplicity = 2

XYZ file:
```
53
Properties=species:S:1:pos:R:3:lowdin_charge:R:1
V 0.39 -0.11 -1.18 0.88
N 4.21 1.35 -2.08 0.10
C 3.12 0.58 -1.90 -0.81
S 1.70 0.92 -2.82 0.82
N 3.18 -0.43 -1.08 0.00
N 2.04 -1.09 -0.85 -0.14
C 2.18 -2.26 -0.30 0.01
C 1.13 -3.18 -0.12 -0.12
C 1.37 -4.41 0.52 -0.03
C 0.37 -5.35 0.64 -0.08
C -0.88 -5.10 0.06 -0.05
C -1.14 -3.92 -0.60 -0.02
C -0.16 -2.90 -0.67 -0.30
O -0.41 -1.76 -1.21 -0.26
H 4.20 2.01 -2.84 0.09
H 5.09 1.07 -1.68 0.11
H 3.19 -2.56 -0.04 0.15
H 2.35 -4.60 0.93 0.12
H 0.56 -6.28 1.16 0.11
H -1.65 -5.85 0.12 0.11
H -2.09 -3.75 -1.07 0.08
O -0.68 2.69 3.36 0.07
C 0.64 2.82 3.18 -0.26
C 1.35 3.58 4.12 -0.01
C 2.71 3.74 4.01 -0.08
C 3.40 3.18 2.93 -0.09
C 2.71 2.47 1.98 -0.02
C 1.34 2.24 2.10 -0.07
C 0.67 1.39 1.12 -0.36
O 1.16 1.15 -0.02 -0.13
N -0.51 0.86 1.45 0.03
N -0.95 0.03 0.53 -0.17
C -2.23 -0.10 0.36 -0.83
S -3.37 0.95 1.19 0.99
C -4.65 0.74 -0.09 -0.48
C -4.63 -0.71 -0.51 -0.45
S -2.88 -1.23 -0.76 1.05
H -1.05 2.08 2.69 0.05
H 0.79 4.02 4.93 0.12
H 3.25 4.29 4.77 0.10
H 4.47 3.31 2.85 0.10
H 3.23 2.03 1.13 0.11
H -4.40 1.41 -0.92 0.07
H -5.61 1.03 0.34 0.08
H -5.14 -0.87 -1.45 0.08
H -5.05 -1.37 0.25 0.08
F -1.30 1.44 -1.68 -0.38
Sb -1.91 1.14 -3.58 1.48
F -3.47 0.04 -3.27 -0.39
F -0.82 -0.48 -3.45 -0.39
F -2.06 0.79 -5.43 -0.35
F -0.58 2.43 -4.02 -0.38
F -3.14 2.55 -3.12 -0.36
```

No. 7
Computed, not measured: the molecule C18H16FN3O3, with ωB97M-V with the def2-TZVPD basis set.

orbital gap = 9.31 eV
net charge = 0
HOMO level = -8.79 eV
E_tot = -32257.173 eV
SMILES = O=C(COC(=O)Cn1cnc2ccccc21)NCc1ccc(F)cc1
ΔE to the lowest compared entry with this formula, charge and spin = 0.0 kJ/mol

XYZ file:
```
41
Properties=species:S:1:pos:R:3:lowdin_charge:R:1
O 1.99 -2.30 -1.75 0.07
C 1.62 -2.37 -0.60 -0.47
C 2.61 -2.32 0.59 -0.04
O 2.69 -1.00 1.12 0.02
C 1.73 -0.58 1.94 -0.46
O 0.80 -1.24 2.30 0.12
C 1.95 0.89 2.32 -0.01
N 1.09 1.70 1.51 -0.01
C -0.03 2.36 1.90 -0.13
N -0.64 2.98 0.94 0.12
C 0.09 2.73 -0.19 -0.26
C -0.11 3.12 -1.51 -0.02
C 0.79 2.69 -2.45 -0.09
C 1.88 1.88 -2.11 -0.08
C 2.11 1.48 -0.81 -0.01
C 1.20 1.91 0.15 -0.17
N 0.34 -2.50 -0.21 0.09
C -0.77 -2.51 -1.16 -0.12
C -1.87 -1.61 -0.66 -0.22
C -3.05 -2.14 -0.18 -0.04
C -4.05 -1.32 0.32 -0.01
C -3.83 0.04 0.34 -0.27
F -4.79 0.85 0.84 0.06
C -2.66 0.61 -0.13 0.01
C -1.68 -0.23 -0.63 -0.01
H 2.30 -3.02 1.37 0.13
H 3.61 -2.55 0.22 0.14
H 3.00 1.15 2.14 0.14
H 1.69 1.03 3.37 0.14
H -0.36 2.36 2.92 0.13
H -0.95 3.75 -1.76 0.11
H 0.66 2.97 -3.48 0.10
H 2.56 1.55 -2.88 0.10
H 2.95 0.85 -0.55 0.11
H 0.10 -2.47 0.77 0.12
H -0.37 -2.16 -2.12 0.13
H -1.14 -3.53 -1.28 0.13
H -3.21 -3.21 -0.19 0.11
H -4.97 -1.72 0.70 0.12
H -2.52 1.68 -0.09 0.10
H -0.76 0.19 -1.01 0.11
```

No. 8
Computed, not measured: a structure of composition C18H16FN4O6Pd in a non-equilibrium geometry, with ωB97M-V with the def2-TZVPD basis set.

orbital gap (spin up / spin down) = 6.32 / 6.32 eV
net charge = +1
HOMO level (spin up / spin down) = -11.41 / -11.41 eV
E_tot = -43360.496 eV
ΔE to the lowest compared entry with this formula, charge and spin = 43.9 kJ/mol

XYZ file:
```
46
Properties=species:S:1:pos:R:3:lowdin_charge:R:1
Pd -0.08 0.01 0.29 1.10
C -0.66 3.25 -2.68 0.02
C 0.02 2.21 -1.86 -0.37
O -0.68 1.40 -1.22 -0.04
C 1.49 2.23 -1.78 0.04
C 2.23 1.15 -1.47 -0.27
C 3.66 1.16 -1.03 0.01
N 1.56 -0.08 -1.41 0.02
N 1.14 -0.56 -2.46 0.17
C 0.15 -1.60 -2.21 -0.31
O -0.49 -1.57 -1.16 0.03
C -0.10 -2.52 -3.29 -0.16
C 0.75 -2.57 -4.40 -0.01
C 0.51 -3.48 -5.41 -0.05
C -0.59 -4.33 -5.32 -0.03
C -1.45 -4.27 -4.22 -0.04
C -1.21 -3.38 -3.21 0.01
H -0.95 4.06 -2.01 0.12
H -1.57 2.83 -3.11 0.10
H -0.02 3.65 -3.45 0.10
H 1.98 3.19 -1.89 0.14
H 4.16 2.04 -1.43 0.10
H 4.18 0.26 -1.35 0.09
H 3.69 1.20 0.06 0.10
H 1.60 -1.89 -4.46 0.11
H 1.17 -3.54 -6.26 0.12
H -0.79 -5.03 -6.12 0.12
H -2.30 -4.94 -4.17 0.12
H -1.85 -3.32 -2.34 0.13
F 0.99 2.85 6.47 0.11
C -0.04 2.20 5.93 -0.18
C 0.12 1.00 5.39 0.05
N -0.95 0.30 4.85 -0.01
C -0.72 -0.87 4.03 -0.03
C -0.28 -0.49 2.64 -0.56
O 0.03 -1.38 1.79 -0.03
O -0.25 0.71 2.27 -0.03
C -2.23 0.84 4.80 -0.47
O -3.15 0.28 4.26 0.10
N -2.35 2.07 5.42 0.23
C -1.34 2.88 5.95 -0.38
O -1.55 3.99 6.34 0.13
H 1.08 0.51 5.37 0.15
H -1.65 -1.42 3.94 0.15
H 0.02 -1.53 4.49 0.15
H -3.27 2.47 5.41 0.18
```